{
  "formula": "C3H5O3Sm",
  "method": "ωB97M-V/def2-TZVPD",
  "species": ["H", "O", "C", "C", "O", "O", "C", "H", "H", "H", "H", "Sm"],
  "positions_angstrom": [[1.265, -2.238, -0.570], [-0.857, -1.100, -0.174], [0.440, -1.021, -0.679], [-1.169, 0.096, 0.537], [1.400, -1.408, 0.312], [0.689, 0.436, -0.776], [-0.459, 1.147, -0.295], [-0.781, 0.057, 1.567], [-2.257, 0.216, 0.563], [-0.136, 2.023, 0.279], [-1.065, 1.473, -1.151], [2.930, 0.319, 0.385]],
  "atomic_forces_ev_per_a": [[-0.1, 2.1, 1.2], [0.0, 0.1, -0.1], [-0.9, -0.3, -1.0], [0.0, 0.0, 0.2], [0.7, -2.2, 0.0], [0.1, 0.2, -0.1], [-0.2, 0.1, -0.1], [-0.1, 0.1, -0.2], [0.3, -0.1, 0.0], [0.0, -0.1, -0.1], [0.1, -0.1, 0.2], [0.1, 0.2, -0.1]],
  "gap_ev": [5.291, 7.226],
  "homo_energy_ev": [-5.219, -7.323],
  "multiplicity": 8,
  "total_energy_ev": -27232.858,
  "fmax_ev_per_a": 2.452,
  "de_lowest_kcal_mol": 82.8
}


{
  "formula": "C5H10N3P3",
  "method": "ωB97M-V/def2-TZVPD",
  "species": ["C", "C", "C", "C", "C", "N", "N", "N", "P", "P", "P", "H", "H", "H", "H", "H", "H", "H", "H", "H", "H"],
  "positions_angstrom": [[1.275, -1.406, -2.262], [-0.723, 1.025, 1.399], [2.133, -2.100, -3.218], [-0.981, 0.337, 2.733], [-0.869, 2.496, 1.295], [1.810, -0.731, -1.191], [0.635, 0.831, 1.002], [-0.725, -0.408, -0.861], [-0.444, -1.616, -2.266], [0.753, -0.078, -0.246], [-2.062, 0.233, 0.165], [2.938, -2.794, -2.911], [2.486, -1.313, -3.802], [1.404, -2.589, -3.875], [-0.602, -0.725, 2.881], [-1.975, 0.351, 2.982], [-0.444, 0.930, 3.393], [-0.639, 2.713, 0.287], [-0.014, 2.836, 1.868], [-1.756, 2.937, 1.655], [-2.200, -0.930, 0.973]],
  "atomic_forces_ev_per_a": [[-1.9, -0.4, 2.9], [-1.5, -2.0, -0.8], [-0.9, -1.2, -0.5], [2.1, -1.1, -1.0], [1.1, 0.1, 1.3], [1.4, 0.8, 0.4], [2.2, -1.2, -0.7], [0.4, -1.3, -1.0], [-0.3, 1.3, 0.3], [-1.6, 0.1, -0.3], [1.4, -0.6, -0.3], [-0.6, 0.6, 0.3], [1.4, 1.2, -1.3], [0.5, -0.5, -0.2], [-0.4, 1.3, -0.8], [-2.6, 0.1, 0.7], [1.0, 1.0, 1.9], [-0.2, 0.7, -1.2], [0.0, 0.7, 0.2], [-1.2, 0.4, 0.2], [-0.2, 0.0, -0.2]],
  "gap_ev": 8.156,
  "homo_energy_ev": -7.883,
  "total_energy_ev": -37681.770,
  "fmax_ev_per_a": 3.462,
  "de_lowest_kcal_mol": 2.1
}


{
  "formula": "C32H30N4O6",
  "method": "ωB97M-V/def2-TZVPD",
  "species": ["C", "O", "C", "C", "C", "C", "C", "O", "N", "C", "C", "C", "C", "C", "C", "C", "O", "N", "C", "C", "C", "C", "C", "C", "O", "C", "C", "C", "O", "N", "N", "C", "O", "C", "C", "C", "C", "C", "C", "C", "C", "C", "H", "H", "H", "H", "H", "H", "H", "H", "H", "H", "H", "H", "H", "H", "H", "H", "H", "H", "H", "H", "H", "H", "H", "H", "H", "H", "H", "H", "H", "H"],
  "positions_angstrom": [[-1.104, -6.052, 0.449], [-0.850, -4.619, -0.062], [0.292, -4.194, -0.056], [1.424, -4.999, 0.204], [2.555, -4.246, 0.361], [2.599, -2.954, 0.088], [3.925, -2.086, -0.252], [5.052, -2.982, -0.572], [4.018, -0.764, 0.198], [4.979, 0.088, -0.089], [6.217, -0.238, -0.239], [7.270, 0.627, -0.451], [6.875, 2.060, -0.169], [5.730, 2.546, 0.069], [4.626, 1.500, 0.398], [3.231, 1.798, 0.601], [2.485, 1.211, 1.607], [2.763, 3.060, 0.225], [1.349, 3.348, 0.107], [0.835, 4.326, -0.729], [-0.828, 4.258, -0.535], [-1.366, 4.798, 0.433], [-2.733, 4.622, 0.552], [-3.267, 3.895, -0.440], [-4.867, 3.608, -0.184], [-2.706, 3.223, -1.334], [-1.291, 3.415, -1.429], [0.686, 1.885, 0.077], [0.890, 0.923, -0.829], [-0.365, 1.780, 0.918], [-1.376, 0.544, 0.821], [-2.579, 0.725, 1.075], [-2.978, 1.861, 1.564], [-3.522, -0.362, 0.421], [-3.049, -1.627, 0.612], [-3.940, -2.792, 0.111], [-5.209, -2.428, -0.374], [-6.193, -3.327, -0.769], [-5.543, -0.831, -0.365], [-4.729, -0.022, -0.113], [1.501, -2.146, -0.590], [0.264, -2.808, -0.552], [-0.433, -6.737, -0.286], [-0.789, -6.070, 1.519], [-2.151, -6.294, 0.366], [1.427, -5.785, 1.086], [3.383, -4.752, 0.656], [3.185, -0.372, 0.674], [6.546, -1.336, -0.505], [8.277, 0.453, -0.771], [7.682, 2.776, -0.312], [5.221, 3.436, 0.456], [3.169, 3.436, -0.436], [1.304, 3.336, 1.426], [1.206, 3.986, -1.540], [1.234, 5.226, -0.407], [-0.794, 5.244, 1.144], [-3.136, 4.984, 1.743], [-5.066, 3.987, 0.651], [-3.347, 2.680, -2.237], [-0.842, 3.139, -2.172], [-0.704, 2.199, 1.628], [-0.799, -0.148, 0.013], [-2.224, -1.864, 0.937], [-3.631, -3.831, 0.191], [-6.755, -3.142, -1.378], [-6.722, -3.849, 0.221], [-5.604, -4.267, -1.349], [-6.579, -0.739, -0.775], [-5.070, 1.024, 0.294], [1.495, -0.944, -0.794], [-0.551, -2.402, -0.804]],
  "atomic_forces_ev_per_a": [[2.8, 0.7, -1.7], [-8.4, -5.5, 1.4], [4.8, 2.5, -1.6], [-1.5, 0.2, 3.5], [-0.2, 0.0, -0.9], [1.4, 8.1, -4.7], [4.7, -7.1, 2.1], [-5.9, 6.0, 1.2], [-3.3, -4.9, -1.3], [-4.4, 7.0, 4.7], [8.6, -4.8, -3.8], [-3.5, 4.4, 1.6], [7.8, -2.5, -2.8], [-10.1, -1.8, 3.9], [3.5, -2.0, -4.6], [-3.1, 1.2, 6.5], [3.1, 1.6, -5.4], [-3.6, -5.2, 4.9], [1.2, -7.4, 10.7], [-5.5, 2.5, 4.5], [11.0, -2.5, -7.3], [-5.7, 3.0, 5.7], [0.9, 2.3, 5.4], [-10.4, 1.5, 6.6], [3.9, 0.0, -2.7], [2.8, -4.4, -8.7], [-9.3, 1.6, 5.1], [-1.6, -2.9, -3.4], [-0.7, 4.3, 3.6], [0.1, -7.3, -6.1], [12.0, -1.1, -4.7], [-7.3, 4.5, -0.1], [0.7, -3.8, -0.7], [4.9, -0.3, 3.1], [-10.9, -0.7, -5.5], [-0.7, 3.6, 0.3], [4.2, 5.5, 1.9], [9.5, -10.6, 11.3], [-10.8, -15.3, -5.3], [6.6, 13.0, 5.7], [-1.2, -0.5, 2.6], [9.4, -3.3, 2.2], [-1.6, 1.4, 2.1], [-0.1, -0.2, -1.0], [-0.3, 0.4, -0.3], [-0.6, 0.8, -2.6], [2.7, -1.0, 1.0], [0.3, -0.5, -0.3], [-1.4, 1.9, 0.9], [0.1, -0.5, 0.2], [0.2, 0.0, 0.1], [1.8, 0.8, -0.7], [6.0, 4.4, -8.3], [-1.4, 1.3, -3.2], [1.6, -1.2, -7.0], [0.7, 2.2, 0.1], [1.3, 1.6, 2.1], [0.4, -1.2, -4.3], [0.0, 0.6, 1.3], [1.8, 1.2, 2.8], [5.2, -3.5, -7.8], [-2.1, 4.8, 6.0], [-2.6, 2.5, 3.0], [8.4, -2.0, 3.7], [0.1, 0.2, 0.0], [-11.5, 4.5, -11.5], [1.1, 1.3, -2.7], [-1.5, 2.0, 1.8], [0.9, 0.6, 0.8], [0.8, -1.2, -1.9], [0.5, -3.3, 0.3], [-6.4, 2.8, -2.0]],
  "gap_ev": 7.232,
  "homo_energy_ev": -8.014,
  "total_energy_ev": -51890.783,
  "smiles": "COc1ccc(C(=O)Nc2ccccc2C(=O)N[C@@H](Cc2ccc(O)cc2)C(=O)NNC(=O)c2ccc(C)cc2)cc1",
  "fmax_ev_per_a": 19.445,
  "de_lowest_kcal_mol": 666.8
}


{
  "formula": "C6H9NO3PS",
  "method": "ωB97M-V/def2-TZVPD",
  "species": ["C", "C", "C", "C", "C", "C", "N", "O", "O", "O", "P", "S", "H", "H", "H", "H", "H", "H", "H", "H", "H"],
  "positions_angstrom": [[1.600, 0.881, 1.903], [0.333, 0.839, 1.199], [2.648, 0.480, 1.135], [0.568, 0.751, -0.303], [0.300, -2.659, -0.347], [-0.335, 0.545, -1.223], [-0.260, -2.212, -1.331], [-3.019, 0.901, -1.926], [-2.412, -0.030, 0.358], [-1.987, 2.539, -0.371], [-1.995, 1.046, -0.595], [2.359, 0.347, -0.530], [1.842, 1.222, 2.974], [-0.394, 1.771, 1.383], [3.598, 0.426, 1.546], [1.035, -3.588, -0.473], [-0.337, 0.009, 1.418], [0.096, -2.239, 0.700], [-0.013, 0.276, -2.124], [-0.822, -1.304, -1.218], [-2.804, -0.002, -2.175]],
  "atomic_forces_ev_per_a": [[2.7, -0.4, 1.2], [-3.0, 3.0, -0.4], [-2.1, 1.3, 1.6], [2.5, -1.3, 1.5], [1.7, -1.8, 3.3], [-1.9, 2.4, 3.1], [-1.8, 1.9, -3.2], [1.3, -0.3, 0.5], [0.4, 0.3, 0.2], [0.2, -1.5, 0.6], [-1.7, 1.7, -1.5], [-1.0, -0.1, -1.3], [-0.9, -0.8, -1.7], [1.6, -1.7, -0.2], [1.8, -0.1, 0.4], [-1.5, 1.8, 0.5], [0.1, -0.2, 0.4], [0.7, -0.7, -1.1], [0.8, -0.9, -4.0], [0.8, -2.2, 0.6], [-0.6, -0.4, -0.5]],
  "gap_ev": 7.490,
  "homo_energy_ev": -4.569,
  "total_energy_ev": -34125.882,
  "fmax_ev_per_a": 4.360,
  "de_lowest_kcal_mol": 52.7,
  "charge": -1
}


{
  "formula": "C3H5ClN2",
  "method": "ωB97M-V/def2-TZVPD",
  "species": ["N", "N", "C", "C", "C", "Cl", "H", "H", "H", "H", "H"],
  "positions_angstrom": [[2.022, -0.906, -0.110], [1.723, 0.402, -0.064], [0.444, 0.740, -0.061], [-0.731, -0.051, -0.044], [-1.936, 0.503, 0.013], [-3.447, -0.353, -0.057], [1.352, -1.489, 0.332], [2.952, -1.053, 0.169], [0.297, 1.844, -0.006], [-0.657, -1.148, -0.159], [-2.019, 1.511, -0.014]],
  "atomic_forces_ev_per_a": [[-0.5, 0.1, -0.7], [-2.8, 1.2, -0.2], [3.3, 1.9, 0.3], [-0.8, -2.2, -0.3], [0.1, -2.7, -0.3], [0.5, 0.1, 0.1], [-0.4, -0.9, 0.4], [1.1, -0.3, 0.4], [0.2, -0.9, -0.1], [-0.1, 0.6, 0.2], [-0.6, 3.0, 0.2]],
  "gap_ev": 8.764,
  "homo_energy_ev": -8.380,
  "total_energy_ev": -18692.718,
  "smiles": "N/N=C\\C=C\\Cl",
  "fmax_ev_per_a": 3.807,
  "de_lowest_kcal_mol": 32.1
}


{
  "formula": "C9H10ClOP",
  "method": "ωB97M-V/def2-TZVPD",
  "species": ["C", "P", "O", "C", "C", "C", "C", "C", "C", "H", "H", "H", "H", "H", "H", "H", "H", "H", "C", "C", "Cl", "H"],
  "positions_angstrom": [[0.221, 2.444, -0.724], [1.433, 1.672, 0.327], [0.539, 1.868, 1.702], [1.140, -0.152, -0.250], [2.109, -0.755, -1.028], [1.981, -2.106, -1.407], [0.753, -2.753, -1.109], [-0.302, -2.081, -0.512], [-0.068, -0.819, 0.002], [-0.621, 1.782, -0.975], [-0.233, 3.226, -0.137], [0.703, 2.961, -1.572], [0.649, 1.314, 2.522], [2.993, -0.161, -1.052], [2.881, -2.555, -1.919], [0.629, -3.668, -1.625], [-1.049, -2.692, -0.141], [-0.910, -0.421, 0.626], [-2.804, 0.977, 2.391], [-3.365, 0.456, 1.465], [-4.309, -0.301, 0.349], [-2.369, 1.764, 3.067]],
  "atomic_forces_ev_per_a": [[-0.8, 0.7, -0.8], [0.9, -1.8, 0.1], [-0.6, -0.9, 1.6], [-1.5, 1.3, 0.6], [-0.2, -0.9, 1.3], [0.2, 0.8, -0.1], [1.9, 1.2, -2.0], [2.7, 0.2, 0.6], [-1.1, 0.5, 0.6], [0.5, 0.1, -0.3], [0.0, 0.5, 0.3], [-0.4, -0.6, 0.1], [0.3, 0.7, -1.6], [1.0, -0.1, -0.8], [-1.5, 0.1, 0.5], [-0.3, -1.3, 0.3], [-2.1, -0.7, 0.2], [1.1, 0.2, -0.5], [0.6, 1.8, 0.6], [-0.3, -0.1, 0.4], [0.3, 0.0, 0.0], [-0.6, -1.7, -1.1]],
  "gap_ev": 9.123,
  "homo_energy_ev": -8.470,
  "total_energy_ev": -33350.787,
  "smiles": "CP(O)c1ccccc1.C#CCl",
  "fmax_ev_per_a": 2.975,
  "de_lowest_kcal_mol": 35.3
}


{
  "formula": "C3H6N2OS",
  "method": "ωB97M-V/def2-TZVPD",
  "species": ["C", "N", "C", "N", "O", "C", "S", "H", "H", "H", "H", "H", "H"],
  "positions_angstrom": [[1.440, 1.555, 0.570], [0.376, 1.872, -0.378], [-0.693, 1.190, -0.523], [-0.979, -0.098, -0.027], [-2.376, -0.227, 0.380], [-0.288, -1.224, 0.187], [1.284, -1.445, -0.201], [1.726, 2.490, 1.077], [2.309, 1.194, 0.015], [1.100, 0.772, 1.306], [-1.528, 1.647, -1.111], [-2.771, -0.722, -0.348], [-0.897, -1.994, 0.689]],
  "atomic_forces_ev_per_a": [[-0.9, -0.6, 0.3], [-1.1, -0.3, 0.2], [1.3, 1.3, -0.5], [-2.5, -0.2, 1.0], [1.3, 0.4, -0.5], [1.0, -0.2, 0.1], [-0.3, -0.5, -0.2], [-0.2, -0.3, -0.1], [-0.1, -0.1, 0.1], [0.6, 0.9, -0.5], [0.7, -0.7, 0.5], [-0.2, 0.0, -0.1], [0.2, 0.4, -0.3]],
  "gap_ev": 8.811,
  "homo_energy_ev": -8.811,
  "total_energy_ev": -19068.253,
  "smiles": "C/N=C\\N(O)C=S",
  "fmax_ev_per_a": 2.672,
  "de_lowest_kcal_mol": 90.3
}


{
  "formula": "C31H18BrCl5N4O4Ti",
  "method": "ωB97M-V/def2-TZVPD",
  "species": ["Ti", "O", "C", "C", "C", "C", "C", "C", "C", "O", "N", "N", "C", "C", "Br", "C", "C", "C", "C", "C", "C", "C", "H", "H", "H", "H", "H", "H", "H", "H", "H", "H", "H", "H", "H", "H", "Cl", "C", "C", "C", "Cl", "C", "Cl", "C", "Cl", "C", "Cl", "N", "C", "O", "C", "N", "C", "O", "C", "C", "C", "C", "C", "C", "H", "H", "H", "H"],
  "positions_angstrom": [[0.477, 1.065, 0.724], [3.754, -1.091, -1.192], [4.180, -1.702, -0.068], [5.377, -2.409, -0.160], [5.882, -3.091, 0.933], [5.202, -3.075, 2.143], [4.014, -2.363, 2.231], [3.483, -1.676, 1.147], [2.187, -0.923, 1.324], [2.211, 0.339, 0.700], [1.053, -1.679, 0.819], [-0.038, -0.737, 0.742], [-1.264, -1.406, 0.864], [-2.447, -1.178, 0.239], [-2.396, 0.010, -1.348], [-3.695, -1.637, 0.679], [-4.823, -2.056, -0.079], [-4.822, -2.304, -1.475], [-5.964, -2.712, -2.142], [-7.166, -2.924, -1.472], [-7.187, -2.716, -0.093], [-6.058, -2.296, 0.580], [2.947, -0.561, -1.032], [5.894, -2.409, -1.112], [6.815, -3.636, 0.839], [5.592, -3.602, 3.004], [3.469, -2.330, 3.168], [2.010, -0.778, 2.397], [1.239, -1.981, -0.138], [-1.247, -2.217, 1.584], [-3.803, -1.690, 1.757], [-3.903, -2.183, -2.030], [-5.910, -2.883, -3.213], [-8.053, -3.247, -2.004], [-8.106, -2.877, 0.463], [-6.106, -2.127, 1.651], [-0.081, 0.059, 4.197], [0.903, 1.470, 3.965], [1.128, 1.924, 2.673], [1.932, 3.043, 2.554], [2.248, 3.612, 0.935], [2.485, 3.717, 3.635], [3.474, 5.117, 3.409], [2.234, 3.236, 4.917], [2.910, 4.042, 6.291], [1.442, 2.103, 5.084], [1.147, 1.499, 6.679], [-2.326, 2.285, 2.066], [-1.404, 1.823, 1.538], [-0.408, 3.888, -1.081], [-0.066, 2.937, -1.744], [0.452, 1.742, -1.273], [0.779, 0.920, -2.331], [1.304, -0.174, -2.257], [0.408, 1.626, -3.599], [0.509, 1.237, -4.920], [0.057, 2.130, -5.886], [-0.472, 3.370, -5.529], [-0.564, 3.749, -4.193], [-0.115, 2.852, -3.246], [0.916, 0.268, -5.179], [0.109, 1.860, -6.934], [-0.821, 4.041, -6.304], [-0.975, 4.705, -3.895]],
  "atomic_forces_ev_per_a": [[-0.1, 0.5, -0.3], [-0.1, 0.0, 0.1], [-0.1, 0.0, -0.1], [0.1, 0.0, 0.0], [0.0, 0.0, 0.0], [0.0, 0.0, 0.0], [0.0, 0.0, 0.0], [0.0, 0.0, 0.0], [0.1, 0.0, -0.1], [0.1, -0.1, -0.1], [0.0, 0.0, 0.1], [0.0, -0.2, 0.1], [0.0, 0.0, 0.0], [-0.1, -0.1, 0.2], [0.1, 0.0, -0.1], [0.0, 0.0, -0.1], [0.0, 0.0, 0.0], [0.0, 0.0, 0.0], [0.0, 0.0, 0.0], [0.0, 0.0, 0.0], [0.0, 0.0, 0.0], [0.0, 0.0, 0.0], [0.0, 0.0, 0.0], [0.0, 0.0, 0.0], [0.0, 0.0, 0.0], [0.0, 0.0, 0.0], [0.0, 0.0, 0.0], [0.0, 0.0, 0.0], [0.0, 0.0, 0.0], [0.0, 0.0, 0.0], [0.0, 0.1, 0.0], [0.0, 0.0, 0.0], [0.0, 0.0, 0.0], [0.0, 0.0, 0.0], [0.0, 0.0, 0.0], [0.0, 0.0, 0.0], [0.0, 0.0, 0.0], [0.0, 0.0, 0.0], [0.0, -0.2, 0.0], [0.0, 0.0, 0.0], [0.0, 0.0, 0.0], [0.0, 0.0, 0.0], [0.0, 0.0, 0.0], [0.0, 0.0, 0.0], [0.0, 0.0, 0.0], [0.0, 0.0, 0.0], [0.0, 0.0, 0.0], [0.0, 0.0, 0.0], [-0.1, 0.1, 0.0], [0.0, 0.0, 0.0], [-0.1, 0.0, 0.1], [0.1, 0.0, 0.2], [0.0, 0.0, 0.3], [0.0, 0.0, -0.1], [-0.1, 0.0, -0.2], [0.0, -0.1, 0.1], [0.0, 0.1, 0.0], [0.0, -0.1, 0.0], [0.0, 0.0, 0.0], [0.0, 0.0, 0.0], [0.0, 0.0, 0.0], [0.0, 0.0, 0.0], [0.0, 0.0, 0.0], [0.0, 0.0, 0.0]],
  "gap_ev": 4.293,
  "homo_energy_ev": -0.461,
  "total_energy_ev": -202362.586,
  "fmax_ev_per_a": 0.582,
  "de_lowest_kcal_mol": 8.7,
  "charge": -2
}